The following is a DFT calculation (ωB97M-V with the def2-TZVPD basis set) of a molecular structure, C8H10ILaN.

E_tot = -694.71918 Ha
charge = -1

The geometry in XYZ format:
```
21
Properties=species:S:1:pos:R:3:lowdin_charge:R:1
C -0.91 0.05 -2.17 -0.2516
C 0.27 0.86 -2.20 -0.2707
C 0.05 1.98 -1.34 -0.2706
C -1.25 1.86 -0.78 -0.2911
C -1.84 0.66 -1.29 -0.2711
La 0.00 0.00 0.00 1.2875
C 1.51 -1.39 -0.50 -0.3758
C 0.35 -2.33 -0.36 -0.5945
C 0.17 -3.49 -1.05 -0.0333
N -0.60 -1.75 0.51 -0.3165
H 0.78 2.76 -1.13 0.1088
H 1.18 0.65 -2.77 0.1023
H -1.70 2.54 -0.06 0.0994
H -2.83 0.28 -1.04 0.1105
H -1.03 -0.90 -2.68 0.1122
H 2.10 -1.51 -1.42 0.0408
H -1.44 -2.31 0.68 0.0711
H 2.14 -1.37 0.40 0.0488
H 0.96 -3.90 -1.68 0.0280
H -0.75 -4.09 -0.93 0.0280
I -0.57 0.83 3.01 -0.3623
```